Computed, not measured: a cluster of 3 separate species, C3H7NOS2 in total, with ωB97M-V/def2-TZVPD.

Summary:
Molar mass ... 137.229 g/mol
Highest occupied orbital energy ... -0.335 hartree
Orbital gap ... 0.307 Ha
SMILES ... N=C=O.C=S.CS

Structure (ORCA input):
```
! RIJCOSX wB97M-V def2-TZVPD def2/J DEFGRID3
* xyz 0 1
S 1.78669 1.16115 0.05925
S -2.55673 2.16207 1.68154
O 0.12313 -3.51629 0.47682
N -1.11639 -1.83676 -0.59485
C -0.45066 -2.63785 -0.00067
C -3.00916 2.41919 0.11870
C 2.62761 -0.47643 -0.38422
H -2.56536 2.01973 -0.68502
H 2.05484 1.10576 1.33668
H 3.06539 -0.83769 0.47203
H -1.19940 -0.78743 -0.46452
H 1.93799 -1.27381 -0.72846
H 3.35124 -0.34269 -1.19239
H -4.04921 2.84104 -0.09489
*
```

=====

Computed, not measured: the molecule C3H7NOS2, with ωB97M-V/def2-TZVPD.

Summary:
Molar mass ... 137.229 g/mol
Highest occupied orbital energy ... -0.326 hartree
Orbital gap ... 0.338 Ha
SMILES ... O=CNCCSS

Structure (ORCA input):
```
! RIJCOSX wB97M-V def2-TZVPD def2/J DEFGRID3
* xyz 0 1
S -0.66061 -1.38130 3.44860
S 0.34849 -1.75553 1.67718
O -0.86453 2.20565 -2.82149
N -0.52752 0.42948 -1.45302
C -0.11677 1.43738 -2.27137
C 0.36107 -0.32259 -0.63675
C 0.08130 -0.15127 0.87697
H 0.44508 -1.38695 -0.85270
H 0.77747 0.56431 1.29586
H -1.53702 0.36749 -1.47666
H -0.93264 0.22355 1.03560
H 0.26922 -1.79272 4.31983
H 1.37332 0.06642 -0.77488
H 0.98315 1.49610 -2.36717
*
```

=====

Computed, not measured: the molecule C3H7NOS2, with ωB97M-V/def2-TZVPD.

Summary:
Molar mass ... 137.229 g/mol
Highest occupied orbital energy ... -0.334 hartree
Orbital gap ... 0.352 Ha
SMILES ... CCSC(=S)NO

Structure (ORCA input):
```
! RIJCOSX wB97M-V def2-TZVPD def2/J DEFGRID3
* xyz 0 1
S 0.26008 -1.21778 -0.73651
S -1.25288 1.45281 -0.67439
O -3.42492 -0.37467 0.17236
N -2.14215 -0.92931 0.12856
C 1.63264 -0.03074 -0.63386
C 1.90299 0.46300 0.77419
C -1.15443 -0.17926 -0.40334
H 2.69125 1.21011 0.85582
H 1.03070 1.04115 1.16971
H 1.36584 0.85589 -1.27851
H 2.11655 -0.34818 1.49802
H 2.43125 -0.59358 -1.02514
H -3.27059 0.57344 -0.00164
H -2.18634 -1.92288 0.15472
*
```

=====

Computed, not measured: a cluster of 2 separate species, C3H7NOS2 in total, with ωB97M-V/def2-TZVPD.

Summary:
Molar mass ... 137.229 g/mol
Highest occupied orbital energy ... -0.278 hartree
Orbital gap ... 0.241 Ha
SMILES ... O/C=C/NS.C=S

Structure (ORCA input):
```
! RIJCOSX wB97M-V def2-TZVPD def2/J DEFGRID3
* xyz 0 1
S -0.51169 -0.65511 -2.91728
S 1.26717 -1.05311 3.16006
O 0.90080 1.96011 -0.09717
N 0.46014 -1.28366 1.66887
C 0.90250 0.98496 0.80535
C -2.06827 -0.10166 -2.75741
C 0.71350 -0.35945 0.61092
H 0.64329 -0.63606 -0.37090
H 0.48552 0.04859 3.30627
H 0.76527 1.61820 -1.07394
H -2.28104 0.79553 -2.29419
H -2.86237 -0.65200 -3.15162
H 0.61637 -2.22287 1.37468
H 0.96879 1.55653 1.73635
*
```

=====

Computed, not measured: a structure of composition C3H7NOS2, with ωB97M-V/def2-TZVPD.

Summary:
Molar mass ... 137.229 g/mol
Highest occupied orbital energy ... -0.315 hartree
Orbital gap ... 0.319 Ha

Structure (ORCA input):
```
! RIJCOSX wB97M-V def2-TZVPD def2/J DEFGRID3
* xyz 0 1
S -0.31293 -1.33652 -0.28212
S -3.80915 -0.94954 0.15078
O 0.79599 1.38428 -0.58067
N -1.21151 -0.80206 1.02802
C -2.47109 -0.66223 1.15709
C 2.26043 0.81532 -0.32142
C 0.02700 0.21308 -1.08336
H 2.74622 0.25482 -1.26907
H -0.51812 -1.18071 1.75162
H 3.16225 1.74845 -0.29574
H -0.86492 0.82535 -1.23246
H 0.36756 -0.14779 -2.04057
H 2.33480 0.09799 0.84941
H -2.50653 -0.26043 2.16852
*
```

=====

Computed, not measured: the molecule C3H7NOS2, with ωB97M-V/def2-TZVPD.

Summary:
Molar mass ... 137.229 g/mol
Highest occupied orbital energy ... -0.337 hartree
Orbital gap ... 0.359 Ha

Structure (ORCA input):
```
! RIJCOSX wB97M-V def2-TZVPD def2/J DEFGRID3
* xyz 0 1
S -2.31994 1.52613 -0.27051
S -2.56116 -0.44439 0.51777
O -3.89418 -0.97212 0.16953
N -1.33540 -1.07801 -0.47437
C -0.41032 1.23678 -0.65632
C 0.22514 -0.35669 1.18235
C -0.21431 -0.32265 -0.36295
H 0.08001 -1.39052 1.63883
H -0.25934 1.59400 -1.70509
H 0.52385 -0.72316 -0.94968
H -0.51977 0.16565 1.63002
H -1.52092 -1.28007 -1.43688
H 0.24977 1.69255 0.11557
H 1.23253 -0.09377 1.47131
*
```

=====

Computed, not measured: a cluster of 2 separate species, C3H7NOSi in total, with ωB97M-V/def2-TZVPD.

Summary:
Molar mass ... 101.181 g/mol
Highest occupied orbital energy ... -0.365 hartree
Orbital gap ... 0.390 Ha
SMILES ... O=C=N[SiH3].C=C

Structure (ORCA input):
```
! RIJCOSX wB97M-V def2-TZVPD def2/J DEFGRID3
* xyz 0 1
Si 2.06966 0.21178 -0.18168
O -0.02587 -2.92080 0.35964
N 0.74652 -0.72117 0.49875
C 0.42915 -1.85489 0.42836
C -1.97114 1.01209 -0.44439
C -1.72726 0.30422 0.62826
H 3.41542 -0.35784 0.06613
H 1.60124 0.05129 -1.58622
H -1.95217 -0.74324 0.88051
H 2.17739 1.67865 0.09671
H -1.51633 2.03499 -0.68992
H -2.21059 0.57290 -1.45455
H -1.03604 0.73202 1.39841
*
```

=====

Computed, not measured: the molecule C3H7NS, with ωB97M-V/def2-TZVPD.

Summary:
Molar mass ... 89.163 g/mol
Highest occupied orbital energy ... -0.326 hartree
Orbital gap ... 0.359 Ha
SMILES ... SC1CNC1

Structure (ORCA input):
```
! RIJCOSX wB97M-V def2-TZVPD def2/J DEFGRID3
* xyz 0 1
S -1.79998 0.92928 0.88342
N 0.93894 -0.89406 -0.57688
C -0.20453 0.65246 0.17466
C 0.53700 -0.60927 0.78594
C -0.04195 -0.00325 -1.21189
H -1.41500 1.89418 1.71449
H 1.34888 -0.45604 1.45150
H -0.02661 -1.32886 1.25931
H 0.36464 0.71468 -1.94450
H -1.02214 -0.46528 -1.60232
H 0.55100 1.44182 0.00688
H 0.76976 -1.87568 -0.94061
*
```

=====

Computed, not measured: the molecule C3H7NS, with ωB97M-V/def2-TZVPD.

Summary:
Molar mass ... 89.163 g/mol
Highest occupied orbital energy ... -0.330 hartree
Orbital gap ... 0.361 Ha
SMILES ... N[C@H]1C[C@H]1S

Structure (ORCA input):
```
! RIJCOSX wB97M-V def2-TZVPD def2/J DEFGRID3
* xyz 0 1
S -1.86028 0.42592 0.06099
N 0.77968 1.52281 0.17613
C 0.80551 0.21599 -0.24953
C -0.41005 -0.53852 -0.56978
C 0.49577 -0.96769 0.54802
H 1.19200 -1.73903 0.18930
H -0.00284 1.61504 0.77909
H 0.14136 -0.88250 1.62892
H 0.43762 2.11054 -0.62246
H 1.72944 0.03157 -0.87127
H -0.69880 -1.11498 -1.40144
H -2.60943 -0.67916 0.33201
*
```

=====

Computed, not measured: the molecule C3H7NS, with ωB97M-V/def2-TZVPD.

Summary:
Molar mass ... 89.163 g/mol
Highest occupied orbital energy ... -0.317 hartree
Orbital gap ... 0.350 Ha
SMILES ... N[C@H]1C[C@H]1S

Structure (ORCA input):
```
! RIJCOSX wB97M-V def2-TZVPD def2/J DEFGRID3
* xyz 0 1
S -2.14354 -0.47656 0.03427
N 1.21320 -1.34300 -0.12558
C -0.73193 0.46301 0.38661
C 0.53810 1.04473 -0.35073
C 0.77887 -0.04133 0.37477
H 0.79039 -1.50551 -1.18105
H 0.18920 0.74428 -1.39360
H 1.05116 -0.02772 1.65642
H -2.94558 0.11617 -0.93407
H -0.81354 1.04518 1.31972
H 0.98784 1.97276 -0.38852
H 1.08583 -1.99201 0.60175
*
```

=====

Computed, not measured: the molecule C3H7NS2, with ωB97M-V/def2-TZVPD.

Summary:
Molar mass ... 121.230 g/mol
Highest occupied orbital energy ... -0.333 hartree
Orbital gap ... 0.362 Ha
SMILES ... SCC/C=N/S

Structure (ORCA input):
```
! RIJCOSX wB97M-V def2-TZVPD def2/J DEFGRID3
* xyz 0 1
S -1.36985 0.18799 3.08534
S 1.04667 0.07401 -3.14399
N 1.15884 -0.52656 -1.48534
C 0.30111 -0.00501 -0.70041
C -1.02002 0.21907 1.33830
C 0.35489 -0.13411 0.78698
H -0.71877 -0.98700 3.40233
H 1.84118 -0.90224 -3.53973
H 1.12414 0.59300 1.14051
H 0.68422 -1.14768 1.05153
H -1.34340 1.25313 1.04291
H -1.78957 -0.38599 0.85395
H -0.55466 0.59105 -1.16501
*
```

=====

Computed, not measured: a cluster of 3 separate species, C3H7O2 in total, with ωB97M-V/def2-TZVPD.

Summary:
Molar mass ... 75.087 g/mol
Highest occupied orbital energy ... -0.058 hartree
Orbital gap ... 0.209 Ha

Structure (ORCA input):
```
! RIJCOSX wB97M-V def2-TZVPD def2/J DEFGRID3
* xyz -1 1
O -1.83497 1.07772 -0.63266
O -2.40476 -2.63499 0.79950
C -1.53082 -1.88081 0.41377
C 0.26734 0.14775 -0.04715
C -0.59666 0.97204 -0.79806
H 3.76719 2.36444 0.14995
H 0.56410 -0.84846 -0.28611
H -1.42862 -1.50000 -0.60632
H 3.89225 1.79448 0.60717
H 0.53120 0.33158 0.99230
H -0.33014 1.55767 -1.71696
H -0.89610 -1.38142 1.12458
*
```

=====

Computed, not measured: a cluster of 3 separate species, C3H7O2 in total, with ωB97M-V/def2-TZVPD.

Summary:
Molar mass ... 75.087 g/mol
Highest occupied orbital energy ... -0.094 hartree
Orbital gap ... 0.247 Ha

Structure (ORCA input):
```
! RIJCOSX wB97M-V def2-TZVPD def2/J DEFGRID3
* xyz -1 1
O -0.91984 0.12322 -0.21816
O 2.06913 2.32413 -1.81156
C -0.43293 -1.05521 0.02929
C 1.07052 1.67023 -1.65138
C 0.89082 -1.37909 0.16228
H -2.78083 0.39843 2.61614
H 1.75595 -0.72736 0.17985
H -2.74586 0.33484 3.35279
H 1.11097 -2.37412 0.54645
H -1.16418 -1.85224 0.16014
H 1.04554 0.66002 -1.20018
H 0.10069 1.87714 -2.16566
*
```

=====

Computed, not measured: a cluster of 3 separate species, C3H7O2 in total, with ωB97M-V/def2-TZVPD.

Summary:
Molar mass ... 75.087 g/mol
Highest occupied orbital energy ... -0.096 hartree
Orbital gap ... 0.249 Ha

Structure (ORCA input):
```
! RIJCOSX wB97M-V def2-TZVPD def2/J DEFGRID3
* xyz -1 1
O -0.81223 -0.63898 -0.64423
O 2.98357 0.63814 0.53815
C -1.43471 0.22400 0.04989
C 1.93935 0.07847 0.30297
C -1.56666 0.35785 1.42258
H 1.03565 0.55666 -0.08225
H 0.34789 -1.32498 -2.71317
H -1.44531 -0.38686 2.19610
H 1.86707 -0.99553 0.50587
H 0.92182 -0.86850 -2.72139
H -1.74706 1.09187 -0.56524
H -2.08937 1.26787 1.71071
*
```

=====

Computed, not measured: a cluster of 2 separate species, C3H7O2 in total, with ωB97M-V/def2-TZVPD.

Summary:
Molar mass ... 75.087 g/mol
Highest occupied orbital energy ... -0.099 hartree
Orbital gap ... 0.259 Ha

Structure (ORCA input):
```
! RIJCOSX wB97M-V def2-TZVPD def2/J DEFGRID3
* xyz -1 1
O 0.60874 1.54643 0.31314
O -1.30100 -0.21065 0.83450
C -0.90747 -1.43552 0.76591
C 0.37326 -1.90526 0.67044
C 0.33309 1.84710 -1.03773
H 1.23842 -1.25217 0.70373
H -0.01049 0.76002 0.52526
H -0.73809 1.80286 -1.25605
H 0.86958 1.15631 -1.70108
H -1.69088 -2.22052 0.77932
H 0.57620 -2.97059 0.61862
H 0.64864 2.88200 -1.21606
*
```

=====

Computed, not measured: a cluster of 2 separate species, C3H7O2P in total, with ωB97M-V/def2-TZVPD.

Summary:
Molar mass ... 106.061 g/mol
Highest occupied orbital energy (spin up / spin down) ... -0.310 / -0.299 hartree
Orbital gap (spin up / spin down) ... 0.287 / 0.285 Ha

Structure (ORCA input):
```
! RIJCOSX wB97M-V def2-TZVPD def2/J DEFGRID3
* xyz 0 1
P -1.62548 -1.90711 0.81396
O 1.49103 0.16427 -1.45386
O 1.24563 0.97666 0.68173
C -2.47971 -1.49726 -0.77645
C 2.62377 1.38894 0.94287
C 0.92252 0.45012 -0.43875
H -2.01176 -2.04694 -1.59801
H 2.79585 2.36535 0.48887
H -0.45954 -1.18503 0.45148
H -2.39664 -0.42811 -0.97934
H 2.71814 1.43962 2.02429
H -3.52877 -1.77959 -0.72512
H 3.31384 0.65592 0.52301
*
```

=====

Computed, not measured: a cluster of 2 separate species, C3H7O2PS in total, with ωB97M-V/def2-TZVPD.

Summary:
Molar mass ... 138.128 g/mol
Highest occupied orbital energy (spin up / spin down) ... -0.318 / -0.252 hartree
Orbital gap (spin up / spin down) ... 0.311 / 0.190 Ha

Structure (ORCA input):
```
! RIJCOSX wB97M-V def2-TZVPD def2/J DEFGRID3
* xyz 0 1
S 1.24549 0.57838 -0.39574
P -1.72547 1.92803 -0.01973
O -1.76907 0.91886 1.31736
O -1.59721 0.73237 -1.07126
C -1.63202 -0.54439 -0.57151
C 3.05154 0.23197 -0.27098
C -1.45742 -0.46387 0.90948
H -2.61936 -0.90941 -0.89680
H -0.87963 -1.12909 -0.98843
H -0.46105 -0.70517 1.22376
H 2.94818 -0.82178 -0.57942
H 3.60256 0.81870 -0.97948
H -2.19878 -0.91109 1.58851
H 3.49223 0.27648 0.73422
*
```

=====

Computed, not measured: a cluster of 2 separate species, C3H7O2S in total, with ωB97M-V/def2-TZVPD.

Summary:
Molar mass ... 107.154 g/mol
Highest occupied orbital energy (spin up / spin down) ... -0.360 / -0.349 hartree
Orbital gap (spin up / spin down) ... 0.379 / 0.247 Ha

Structure (ORCA input):
```
! RIJCOSX wB97M-V def2-TZVPD def2/J DEFGRID3
* xyz 0 2
S -0.70854 -0.47003 -1.61788
O 0.86707 3.08353 0.28717
O -2.14925 -2.63225 0.27944
C 0.75745 -0.30593 -0.65973
C 0.68903 0.71037 0.50036
C 0.26388 2.07844 0.06993
H 1.63232 0.75947 1.04947
H -1.49085 -2.19874 -0.29312
H -0.65884 2.11293 -0.53793
H 1.61435 0.06482 -1.23157
H 1.15451 -1.24338 -0.27768
H 0.00515 0.32310 1.27172
H -1.97628 -2.28233 1.15981
*
```